Here is C4H6NO2PS in the gas phase from the OMol25 dataset. Energies are from ωB97M-V/def2-TZVPD.

```
! RIJCOSX wB97M-V def2-TZVPD def2/J DEFGRID3
* xyz 0 1
S -3.20 0.91 -0.04
P -2.63 -0.92 0.21
O 3.42 -0.22 0.07
O -1.14 -1.19 -0.42
N 1.17 -0.94 -0.07
C 2.23 0.01 0.00
C 1.52 1.33 -0.08
C -0.08 -0.31 -0.27
C 0.07 1.04 -0.24
H -3.39 -1.98 -0.60
H -2.63 -1.47 1.48
H -0.59 1.76 -0.42
H 2.02 1.83 -0.83
H 1.90 2.01 0.86
H 1.33 -1.85 0.36
*
```

Output
E_tot	-29953.80855	eV
structure (SMILES)	O=C1CC=C(O[PH2]=S)N1
ΔE to the lowest compared entry with this formula, charge and spin	15.82	kJ/mol
highest occupied orbital energy	-8.755	eV
LUMO energy	0.38	eV

***

Here is a molecular structure, C4H9BF4LuNOP from the OMol25 dataset. Energies are from ωB97M-V/def2-TZVPD.

```
! RIJCOSX wB97M-V def2-TZVPD def2/J DEFGRID3
* xyz 3 1
Lu 1.14 3.07 -0.35
P 0.55 0.21 -1.27
F 3.76 -1.47 0.35
F 2.91 1.32 -0.46
F 1.85 0.04 1.03
F 2.15 -2.06 -1.03
O -0.31 2.10 0.88
N -1.93 0.23 0.44
C -2.57 -0.36 -0.78
C 2.18 0.11 -0.28
C -1.99 -0.73 1.60
C 3.05 -1.10 -0.71
B -0.74 0.82 0.14
H -3.64 -0.41 -0.58
H 0.83 1.21 -2.26
H -2.22 -1.38 -0.95
H -0.15 1.92 1.84
H -1.46 -0.36 2.47
H -3.03 -0.86 1.88
H 3.68 -0.89 -1.58
H -2.42 0.26 -1.65
H -1.60 -1.69 1.28
*
```

Output
E_tot	-62253.25572	eV
highest occupied orbital energy	-20.889	eV
LUMO energy	-15.18	eV

***

Here is C4H7N3OS in the gas phase from the OMol25 dataset. Energies are from ωB97M-V/def2-TZVPD.

```
! RIJCOSX wB97M-V def2-TZVPD def2/J DEFGRID3
* xyz 0 1
S 3.12 -0.75 -0.14
O -1.28 1.73 0.16
N 0.94 0.79 0.20
N 0.43 -1.42 -0.07
N 1.58 1.97 0.04
C -0.75 -0.71 -0.06
C -2.06 -1.37 -0.06
C -0.45 0.70 0.05
C 1.50 -0.44 0.04
H -2.69 -1.13 0.69
H 0.60 -2.38 -0.18
H 1.91 2.38 0.97
H -0.94 2.43 -0.43
H -2.69 -1.18 -0.98
H -1.74 -2.43 0.15
H 2.52 1.81 -0.40
*
```

Output
E_tot	-21612.99438	eV
structure (SMILES)	Cc1[nH]c(=S)n(N)c1O
ΔE to the lowest compared entry with this formula, charge and spin	176.81	kJ/mol
highest occupied orbital energy	-7.121	eV
LUMO energy	0.57	eV